1.
{
  "formula": "C4CeCl2O4Ti",
  "method": "ωB97M-V/def2-TZVPD",
  "elements": ["Ti", "Ce", "Cl", "Cl", "C", "C", "C", "O", "O", "O", "O", "C"],
  "coordinates": [[2.81, 1.17, 0.37], [-2.01, 0.11, -0.41], [3.03, 1.91, 2.47], [0.00, -1.81, 0.48], [-2.22, -2.13, -1.12], [1.03, 1.39, -0.26], [2.24, 2.35, -1.12], [-2.27, -3.29, -1.35], [-0.25, 1.42, -0.51], [2.44, 3.04, -2.06], [-2.40, -2.54, 2.06], [-2.41, -1.63, 1.44]],
  "mulliken_charge": [1.122, 1.927, 0.054, -0.121, 0.216, 0.594, 0.449, 0.078, -0.647, 0.038, 0.138, 0.152],
  "e_lumo_ev": [-20.701, -20.604],
  "homo_lumo_gap_ev": [4.671, 5.687],
  "s2": 2.19,
  "e_tot_ha": -2696.2561,
  "spin_multiplicity": 3,
  "total_charge": 4,
  "fmax_ev_per_a": 9.9,
  "e_homo_ev": [-25.37, -26.29]
}



2.
{
  "formula": "C4Cl6S",
  "method": "ωB97M-V/def2-TZVPD",
  "elements": ["Cl", "C", "Cl", "C", "Cl", "C", "Cl", "S", "C", "Cl", "Cl"],
  "coordinates": [[-1.60, -0.52, -2.57], [-1.63, -0.91, -0.90], [-3.02, -1.71, -0.34], [-0.64, -0.51, -0.07], [-0.78, -1.00, 1.59], [0.75, 0.07, -0.23], [1.86, -1.31, -0.30], [1.54, 1.58, -1.04], [1.17, 1.18, 0.68], [-0.13, 2.15, 1.38], [2.48, 0.97, 1.80]],
  "mulliken_charge": [-0.155, 0.445, -0.142, -0.137, -0.114, 0.207, -0.101, -0.021, 0.241, -0.109, -0.114],
  "e_lumo_ev": -0.204,
  "homo_lumo_gap_ev": 9.495,
  "smiles": "ClC(Cl)=C(Cl)[C@@]1(Cl)SC1(Cl)Cl",
  "e_tot_ha": -3311.7010,
  "total_charge": 0,
  "fmax_ev_per_a": 1.7,
  "e_homo_ev": -9.70
}



3.
{
  "formula": "C4ClF3",
  "method": "ωB97M-V/def2-TZVPD",
  "elements": ["C", "C", "C", "C", "F", "F", "F", "Cl"],
  "coordinates": [[0.23, 0.10, 1.00], [1.00, 0.01, 2.03], [0.56, -0.22, -0.56], [-0.81, -0.16, 0.06], [1.24, -1.35, -0.64], [1.11, 0.61, -1.46], [-1.08, 2.00, -0.61], [-2.25, -0.99, 0.20]],
  "mulliken_charge": [0.169, -0.203, 0.720, 0.218, -0.181, -0.159, -0.541, -0.023],
  "e_lumo_ev": [-3.193, -3.193],
  "homo_lumo_gap_ev": [7.874, 7.867],
  "e_tot_ha": -911.8755,
  "total_charge": 0,
  "fmax_ev_per_a": 3.1,
  "e_homo_ev": [-11.07, -11.06]
}



4.
{
  "formula": "C4F3O2",
  "method": "ωB97M-V/def2-TZVPD",
  "elements": ["C", "C", "C", "C", "O", "O", "F", "F", "F"],
  "coordinates": [[1.35, 0.51, -0.18], [2.21, -0.36, -0.22], [0.01, 0.79, 0.08], [-1.33, -0.27, 0.01], [3.27, -0.96, -0.17], [-0.37, 1.85, 0.54], [-1.44, -0.88, -1.15], [-1.22, -1.13, 1.03], [-2.47, 0.45, 0.06]],
  "mulliken_charge": [-0.626, 0.750, 0.059, 0.809, -0.581, -0.611, -0.272, -0.254, -0.275],
  "e_lumo_ev": [3.968, 2.240],
  "homo_lumo_gap_ev": [4.565, 6.841],
  "s2": 2.01,
  "e_tot_ha": -602.3918,
  "spin_multiplicity": 3,
  "total_charge": -1,
  "fmax_ev_per_a": 5.6,
  "e_homo_ev": [-0.60, -4.60]
}